1.
The following is a quantum chemistry calculation of the molecule C6H10, from the OMol25 dataset.

```
16
Properties=species:S:1:pos:R:3:forces:R:3:nbo_charge:R:1
C -1.968 -0.190 1.264 -0.02 0.04 -0.05 -0.78
C -0.546 0.205 1.084 -0.17 -0.28 -0.27 0.15
C 1.350 0.922 -0.816 0.09 0.13 -0.05 -0.41
C 1.668 -0.363 -0.025 0.15 -0.07 0.08 -0.39
C 0.152 -0.635 0.120 -0.05 -0.08 0.26 -0.38
C -0.039 0.343 -1.124 -0.15 0.20 -0.22 -0.37
H -1.999 -0.618 2.279 0.06 0.05 -0.08 0.27
H 2.136 -1.115 -0.669 -0.08 0.09 0.11 0.20
H 1.990 1.182 -1.663 -0.08 -0.08 0.11 0.20
H -0.905 1.012 -1.150 0.15 -0.07 0.04 0.22
H -2.612 0.694 1.318 0.06 -0.15 0.05 0.24
H 2.238 -0.267 0.902 -0.10 0.00 -0.13 0.21
H -0.216 -1.662 -0.041 0.01 0.18 0.06 0.19
H 1.256 1.775 -0.140 0.06 -0.10 -0.13 0.23
H -2.391 -0.932 0.566 0.12 0.07 0.08 0.18
H -0.046 -0.279 -2.024 -0.04 0.08 0.14 0.22
```
Positions in Å, forces in eV/Å.

Values from the calculation:
LUMO, eV: 0.651
HOMO, eV: -8.0
Orbital gap, Eh: 0.319
Relative energy (zero: lowest compared OMol25 entry of this formula, charge and spin), kcal per mole: 89.1
Spin multiplicity: 1


2.
The following is a quantum chemistry calculation of a structure of composition C10H27CrGeNO4SSeSi3, from the OMol25 dataset.

```
49
Properties=species:S:1:pos:R:3:forces:R:3:lowdin_spin:R:1
Se 2.980 4.953 -2.109 0.00 -0.24 0.15 0.04
Ge 0.035 -0.103 -0.032 -0.52 0.16 -0.28 0.41
Cr 2.546 0.650 0.351 0.33 -0.10 0.47 3.99
S 3.767 -1.168 1.438 -0.41 0.47 -0.34 0.02
Si -0.703 -2.164 0.888 0.22 -0.11 -0.04 0.03
Si -0.729 1.739 1.291 0.12 0.01 0.03 0.09
Si -0.231 0.056 -2.410 0.01 -0.04 0.03 0.08
O 4.028 0.221 1.951 0.07 0.07 -0.06 0.03
O 2.204 -1.106 1.313 0.19 0.05 -0.03 0.07
O 4.203 -1.179 0.028 0.16 -0.29 0.02 0.04
O 4.204 -2.242 2.276 0.02 -0.07 0.07 0.01
N 2.872 2.437 -0.563 -0.08 -0.22 0.04 0.02
C 0.463 -1.497 -3.209 -0.03 0.07 -0.01 0.00
C -2.606 1.561 1.430 0.05 0.09 0.08 0.04
C -0.349 3.408 0.531 -0.06 -0.03 0.01 0.00
C 2.939 3.429 -1.173 -0.03 0.26 -0.12 0.04
C 0.587 1.570 -3.139 -0.06 0.01 0.01 0.00
C 0.292 -3.563 0.129 -0.07 0.00 0.08 0.00
C -2.088 0.155 -2.744 0.06 -0.02 -0.08 0.04
C 0.030 1.604 3.004 -0.04 0.04 -0.01 0.01
C -2.526 -2.407 0.448 0.03 -0.06 0.02 0.01
C -0.543 -2.183 2.756 -0.10 -0.02 -0.06 0.00
H -0.795 3.513 -0.461 -0.01 -0.02 -0.01 0.00
H 0.459 -1.886 3.063 0.04 -0.01 -0.04 0.00
H -2.256 0.217 -3.824 -0.02 0.00 0.00 0.01
H -1.272 -1.521 3.232 0.00 0.02 -0.01 0.00
H -0.770 4.192 1.168 0.00 0.01 -0.01 0.00
H -0.110 -2.385 -2.936 -0.02 0.00 0.02 0.00
H 0.545 1.526 -4.231 -0.04 -0.01 -0.01 0.00
H -3.165 -1.621 0.854 0.02 0.03 0.01 0.00
H -0.155 2.523 3.567 -0.01 -0.01 0.01 0.00
H -2.627 -0.716 -2.370 0.02 -0.01 0.02 0.00
H -2.527 1.046 -2.290 0.02 0.02 0.02 0.00
H -0.736 -3.199 3.114 0.02 0.02 0.03 0.00
H -2.689 -2.448 -0.630 0.04 0.00 -0.02 0.00
H 1.500 -1.666 -2.915 0.01 0.02 0.01 0.00
H 0.090 2.490 -2.823 0.01 0.00 0.03 0.00
H 0.091 -3.670 -0.938 -0.01 0.02 -0.02 0.00
H 1.358 -3.381 0.264 0.00 0.03 0.02 0.00
H 0.038 -4.510 0.616 0.00 0.00 -0.01 0.00
H -0.401 0.770 3.561 -0.01 -0.02 -0.02 0.00
H 0.720 3.593 0.426 -0.01 -0.04 0.03 0.00
H 1.632 1.659 -2.848 0.07 -0.03 0.01 0.00
H -2.896 0.632 1.923 0.04 -0.03 0.00 0.00
H 0.430 -1.395 -4.297 0.00 -0.01 -0.01 0.00
H -3.093 1.596 0.454 0.02 -0.01 -0.03 0.00
H -2.862 -3.360 0.868 -0.03 0.00 0.00 0.00
H 1.109 1.440 2.969 0.02 0.02 -0.03 0.01
H -2.993 2.393 2.027 -0.03 -0.01 0.00 0.01
```
Positions in Å, forces in eV/Å.

Values from the calculation:
LUMO (alpha / beta), eV: 2.501 / 0.780
HOMO (alpha / beta), eV: -5.0 / -5.4
Orbital gap (alpha / beta), Eh: 0.277 / 0.228
Relative energy (zero: lowest compared OMol25 entry of this formula, charge and spin), kcal per mole: 20.2
Spin multiplicity: 6
Total charge: -1


3.
The following is a quantum chemistry calculation of the molecule C5H9N at a distorted geometry, from the OMol25 dataset.

```
15
Properties=species:S:1:pos:R:3:forces:R:3:nbo_charge:R:1
N -2.307 0.528 2.102 1.27 0.18 -0.94 -0.33
C -0.019 0.987 0.862 -0.48 0.00 0.18 -0.51
C -1.325 0.705 1.509 -0.75 -0.22 0.52 0.29
C 0.138 0.348 -1.597 -0.04 0.01 -0.01 -0.61
C 0.519 -0.007 -0.178 -0.30 0.00 0.19 -0.19
C 0.197 -1.450 0.203 0.05 -0.09 -0.04 -0.61
H 0.378 1.401 -1.789 -0.05 -0.23 -0.13 0.21
H -0.067 2.023 0.489 0.23 -0.37 0.10 0.25
H 0.472 -1.665 1.244 -0.03 0.07 -0.20 0.21
H 0.770 -2.121 -0.442 -0.13 -0.05 0.08 0.21
H -0.934 0.197 -1.762 0.11 0.00 -0.10 0.21
H 0.737 0.897 1.626 -0.05 0.55 0.75 0.25
H -0.869 -1.678 0.088 0.15 0.10 -0.02 0.22
H 0.713 -0.283 -2.279 -0.21 0.12 -0.15 0.21
H 1.595 0.119 -0.075 0.23 -0.06 -0.22 0.20
```
Positions in Å, forces in eV/Å.

Values from the calculation:
LUMO, eV: 0.797
SMILES string: CC(C)CC#N
HOMO, eV: -11.3
Orbital gap, Eh: 0.445
Relative energy (zero: lowest compared OMol25 entry of this formula, charge and spin), kcal per mole: 5.5
Spin multiplicity: 1


4.
The following is a quantum chemistry calculation of a cluster of 2 separate species, H4NS in total at a distorted geometry, from the OMol25 dataset.

```
6
Properties=species:S:1:pos:R:3:forces:R:3:nbo_charge:R:1
S -0.512 2.010 0.580 -0.20 0.00 0.48 -1.06
N 0.073 -1.348 0.146 -1.46 -0.01 -0.84 -1.12
H -0.485 -0.493 0.309 0.55 -0.11 0.64 0.41
H 0.991 -1.187 0.508 0.46 0.42 0.05 0.35
H -0.174 2.290 -0.670 0.13 0.09 -0.47 0.08
H 0.107 -1.273 -0.872 0.52 -0.39 0.14 0.34
```
Positions in Å, forces in eV/Å.

Values from the calculation:
LUMO, eV: 4.864
HOMO, eV: -2.6
Orbital gap, Eh: 0.274
Relative energy (zero: lowest compared OMol25 entry of this formula, charge and spin), kcal per mole: 1.7
Spin multiplicity: 1
Total charge: -1


5.
The following is a quantum chemistry calculation of a structure of composition C28H18ClN5O3Pd at a distorted geometry, from the OMol25 dataset.

```
56
Properties=species:S:1:pos:R:3:forces:R:3:lowdin_spin:R:1
Pd 0.367 -0.526 -0.415 -0.67 1.14 1.73 1.46
Cl -0.493 1.398 6.810 -0.16 0.23 1.01 0.13
O 4.460 -0.003 -1.231 2.48 -1.19 -0.74 0.43
O 0.929 -0.887 1.742 0.92 0.34 1.36 0.27
O 3.825 -2.426 -1.657 -0.43 0.37 0.43 0.32
N 2.320 -0.811 -1.019 0.79 -1.41 -0.50 0.14
N -1.407 0.403 0.747 0.31 1.32 1.05 0.17
N 1.534 1.611 -0.202 -1.29 1.15 0.79 0.08
N -0.987 -0.012 -1.937 0.91 0.31 -1.31 0.09
N 0.489 -2.698 -0.659 -2.68 0.32 1.25 0.10
C -0.441 0.586 2.991 0.67 -0.59 -0.52 0.13
C 0.689 -0.334 2.849 -1.88 -0.21 -1.82 0.07
C -3.044 1.064 -2.494 -0.54 -0.20 -2.75 0.00
C -2.810 0.673 -3.842 0.64 0.28 -2.03 0.00
C 3.299 0.108 -1.008 -3.13 1.20 0.68 0.06
C 0.686 -5.294 -1.348 -0.90 -1.97 -0.20 0.00
C 1.306 -0.729 4.057 0.93 -0.38 -0.46 0.08
C -3.501 1.538 0.162 -1.27 -0.24 -0.12 0.03
C 1.020 2.802 0.336 4.43 -0.71 -1.77 0.01
C 1.571 -3.178 -1.169 1.47 0.59 -0.67 0.04
C -0.589 -3.513 -0.361 2.43 1.84 -1.43 0.01
C 1.723 -4.502 -1.613 1.66 1.88 1.31 0.01
C -4.470 1.902 -0.824 0.22 0.70 1.15 0.00
C -2.336 0.935 -0.207 -0.02 -0.12 1.35 0.00
C -0.459 -4.782 -0.714 0.44 -2.31 -1.19 0.00
C -0.720 -0.269 -3.224 -1.21 0.45 2.21 0.00
C 3.218 3.763 -0.016 -1.57 1.95 0.20 0.00
C 2.796 1.539 -0.580 0.25 0.23 0.89 0.07
C -0.718 1.109 4.215 -0.98 1.57 0.08 0.02
C 1.870 3.890 0.383 0.07 0.52 -0.26 0.00
C -1.344 0.945 1.950 -0.87 -0.40 -2.41 -0.01
C 2.697 -2.127 -1.296 0.63 0.58 -0.55 0.03
C -2.091 0.710 -1.581 1.31 -1.40 0.80 0.02
C 3.722 2.620 -0.454 1.13 -3.80 -1.07 0.01
C 0.905 -0.369 5.258 -2.55 2.18 1.68 -0.01
C -4.239 1.695 -2.123 1.00 -0.66 0.23 0.02
C -1.630 0.036 -4.198 -1.01 0.47 0.48 0.00
C -0.119 0.687 5.366 1.73 -1.69 -0.47 0.22
H -4.944 1.869 -2.872 -1.10 0.54 -0.99 0.00
H -1.513 -3.088 -0.081 -0.61 0.64 0.71 0.00
H -1.265 -5.439 -0.653 -1.33 -0.98 0.52 0.00
H 1.503 4.898 0.642 0.14 -0.79 0.09 0.00
H 1.185 -0.791 6.194 0.87 -0.30 0.33 0.00
H 2.708 -4.853 -1.846 0.20 -0.13 -0.77 0.00
H 0.057 2.964 0.661 -2.23 -0.66 0.37 0.00
H 0.178 -0.757 -3.486 0.99 -0.54 0.12 0.00
H -3.827 1.559 1.204 0.29 0.24 -0.31 0.00
H -1.342 -0.294 -5.159 -0.36 0.11 -1.17 0.00
H -3.432 0.938 -4.747 0.07 -0.19 1.65 0.00
H 4.811 2.454 -0.689 -1.40 0.31 0.05 0.00
H -1.426 1.934 4.285 -0.14 -0.32 0.04 0.00
H 2.133 -1.352 3.977 1.23 -1.40 -0.27 0.00
H -2.074 1.729 2.243 0.45 -0.35 -0.35 0.00
H 3.817 4.627 -0.135 0.54 0.90 0.54 0.00
H -5.384 2.398 -0.565 -0.33 -0.03 0.53 0.00
H 0.789 -6.348 -1.667 -0.55 0.60 0.48 0.00
```
Positions in Å, forces in eV/Å.

Values from the calculation:
LUMO (alpha / beta), eV: -6.242 / -9.488
HOMO (alpha / beta), eV: -13.8 / -14.1
Orbital gap (alpha / beta), Eh: 0.279 / 0.171
Spin multiplicity: 5
Total charge: +2